1.
This record from the Open Molecules 2025 dataset describes C35H37F5OP2SrTe as an isolated structure in a non-equilibrium geometry. The level of theory is the ωB97M-V functional and the def2-TZVPD basis.

Results
HOMO (spin up / spin down) = -7.258 / -7.284 eV
ΔE to the lowest compared entry with this formula, charge and spin = 0.0 kJ/mol
gap between HOMO and LUMO (spin up / spin down) = 4.10 / 4.14 eV
electronic energy = -79233.652 eV

Structure (XYZ):
```
82
C35H37F5OP2SrTe, DFT the ωB97M-V functional and the def2-TZVPD basis
Sr 1.83 -1.61 6.50
C -2.71 0.15 6.37
C -2.73 -0.14 5.06
C -2.96 0.83 3.93
C -1.66 1.42 3.30
C -0.64 1.96 4.27
C -0.87 2.46 5.49
C -2.20 2.68 6.14
C -2.69 1.49 7.02
C 3.05 0.34 5.30
H -2.73 -0.68 7.08
H -2.83 -1.19 4.75
H -3.63 1.66 4.20
H -3.47 0.28 3.11
H -1.19 0.62 2.70
H -1.94 2.21 2.58
H 0.40 1.93 3.88
H -0.02 2.70 6.13
H -2.97 2.91 5.40
H -2.08 3.55 6.82
H -2.03 1.42 7.90
H -3.68 1.75 7.43
H 3.85 0.46 6.06
H 2.47 1.28 5.20
H 3.50 0.04 4.34
P 0.10 -2.30 -3.70
P 2.10 0.43 -3.96
C -0.45 -0.71 -4.35
C 0.34 0.39 -4.44
C -0.77 -3.47 -4.84
C -1.95 -3.15 -5.53
C -2.57 -4.10 -6.35
C -2.02 -5.38 -6.48
C -0.83 -5.70 -5.82
C -0.20 -4.75 -5.01
C -0.91 -2.40 -2.17
C -0.54 -1.54 -1.11
C -1.28 -1.53 0.07
C -2.39 -2.38 0.21
C -2.73 -3.25 -0.82
C -1.99 -3.28 -2.00
C 2.71 1.21 -5.54
C 2.67 0.41 -6.70
C 3.02 0.95 -7.94
C 3.43 2.29 -8.03
C 3.50 3.07 -6.88
C 3.16 2.53 -5.63
C 2.15 1.86 -2.83
C 3.27 1.95 -1.98
C 3.42 3.05 -1.14
C 2.44 4.05 -1.11
C 1.31 3.95 -1.92
C 1.15 2.84 -2.76
H -1.52 -0.63 -4.61
H -0.05 1.32 -4.88
H -2.40 -2.16 -5.44
H -3.49 -3.84 -6.87
H -2.51 -6.13 -7.11
H -0.39 -6.69 -5.92
H 0.75 -4.98 -4.51
H 0.31 -0.88 -1.23
H -0.99 -0.86 0.88
H -2.97 -2.36 1.14
H -3.59 -3.92 -0.71
H -2.25 -3.97 -2.79
H 2.34 -0.63 -6.63
H 2.98 0.33 -8.84
H 3.71 2.71 -9.01
H 3.83 4.11 -6.94
H 3.24 3.15 -4.74
H 4.02 1.16 -2.00
H 4.30 3.12 -0.50
H 2.57 4.91 -0.44
H 0.55 4.72 -1.89
H 0.25 2.76 -3.36
F 0.42 -1.47 10.99
Te 0.40 -0.62 9.21
F 0.95 -2.55 8.54
F 0.02 1.16 9.81
F -1.46 -1.03 9.01
F 2.37 -0.30 9.22
O 0.44 -0.10 7.43
```

Mulliken atomic charge list, values in e, 6 entries:
1 Sr 1.662
2 C -0.253
3 C -0.503
4 C -0.925
5 C 0.031
6 C -0.412

---

2.
This record from the Open Molecules 2025 dataset describes C35H37IN6P2SZn as an isolated structure in a non-equilibrium geometry. The level of theory is the ωB97M-V functional and the def2-TZVPD basis.

Results
HOMO = -12.174 eV
charge = +2
ΔE to the lowest compared entry with this formula, charge and spin = 745.1 kJ/mol
gap between HOMO and LUMO = 6.10 eV
electronic energy = -131750.497 eV

Structure (XYZ):
```
83
C35H37IN6P2SZn, DFT the ωB97M-V functional and the def2-TZVPD basis
Zn -0.39 1.60 1.76
C -0.88 -2.61 -5.08
S 0.72 -2.02 -4.49
C 0.90 -3.04 -3.00
C 0.16 -2.46 -1.79
C 0.84 -1.19 -1.33
N 0.06 -0.38 -0.38
P -0.74 1.10 -0.64
C -2.30 0.98 -1.39
C -2.63 1.58 -2.64
C -3.80 1.48 -3.31
C -4.96 0.69 -2.98
C -5.22 -0.13 -1.95
C -4.38 -0.37 -0.74
C 0.39 2.01 -1.70
C 1.14 3.05 -1.14
C 2.05 3.75 -1.93
C 2.20 3.43 -3.27
C 1.45 2.40 -3.82
C 0.55 1.69 -3.05
P 0.22 -0.73 2.38
C 0.19 -2.39 3.11
C 1.15 -3.31 2.68
C 1.03 -4.63 3.07
C -0.03 -5.03 3.88
C -0.97 -4.10 4.31
C -0.87 -2.78 3.92
C 2.01 -0.35 2.22
C 2.55 0.43 1.19
C 3.90 0.79 1.22
C 4.69 0.43 2.30
C 4.15 -0.30 3.34
C 2.82 -0.69 3.31
H -0.98 -2.28 -6.11
H -1.70 -2.19 -4.49
H -0.91 -3.69 -5.05
H 1.98 -3.09 -2.80
H 0.55 -4.05 -3.24
H 0.13 -3.19 -0.98
H -0.87 -2.24 -2.08
H 1.05 -0.57 -2.20
H 1.80 -1.43 -0.85
H -1.83 2.11 -3.14
H -3.87 2.00 -4.26
H -5.76 0.74 -3.72
H -6.19 -0.62 -1.91
H -5.04 -0.44 0.13
H 1.03 3.30 -0.10
H 2.62 4.55 -1.49
H 2.90 3.98 -3.88
H 1.57 2.14 -4.87
H -0.01 0.87 -3.50
H 1.98 -3.00 2.06
H 1.76 -5.36 2.73
H -0.11 -6.06 4.19
H -1.80 -4.42 4.93
H -1.61 -2.05 4.23
H 1.96 0.73 0.34
H 4.31 1.36 0.40
H 5.73 0.73 2.32
H 4.77 -0.58 4.19
H 2.41 -1.27 4.13
N -3.46 0.82 -0.49
C -3.52 -1.62 -0.72
N -3.96 -2.69 -1.41
N -2.43 -1.59 -0.09
C -1.68 -1.48 0.95
N -0.40 -1.06 0.77
H -4.05 1.65 -0.55
H -3.11 0.73 0.47
H -4.78 -2.63 -1.99
H -3.49 -3.57 -1.32
I 4.09 3.19 5.21
C 2.56 3.77 3.93
C 2.35 5.10 3.61
C 1.32 5.43 2.74
C 0.53 4.42 2.22
N 0.73 3.13 2.54
C 1.72 2.81 3.39
H 2.98 5.87 4.03
H 1.13 6.46 2.47
H -0.28 4.64 1.55
H 1.85 1.76 3.63
```

Mulliken atomic charge list, values in e, 6 entries:
1 Zn -0.071
2 C -0.781
3 S -0.030
4 C -1.099
5 C 0.174
6 C -0.386

---

3.
This record from the Open Molecules 2025 dataset describes C35H37KN2O6P as an isolated structure. The level of theory is the ωB97M-V functional and the def2-TZVPD basis.

Results
HOMO = -5.364 eV
charge = -1
ΔE to the lowest compared entry with this formula, charge and spin = 1.5 kJ/mol
gap between HOMO and LUMO = 7.43 eV
electronic energy = -77779.612 eV

Structure (XYZ):
```
82
C35H37KN2O6P, DFT the ωB97M-V functional and the def2-TZVPD basis
K 0.22 -0.94 -1.23
O 4.08 -1.51 -3.84
C 3.18 -1.38 -3.00
O 1.94 -1.31 -3.19
C 3.65 -1.32 -1.53
C 4.99 -1.56 -1.22
C 5.37 -1.55 0.12
C 4.42 -1.31 1.10
C 3.11 -1.07 0.71
N 2.75 -1.08 -0.58
C 2.02 -0.81 1.77
O 2.39 -0.91 2.95
O 0.87 -0.51 1.34
H 5.68 -1.74 -2.03
H 6.41 -1.73 0.39
H 4.65 -1.30 2.15
C -4.05 -3.27 -1.60
C -3.14 -2.43 -0.71
C -3.33 -2.76 0.77
C -3.33 -0.93 -1.00
C -4.63 -0.33 -0.47
O -4.22 0.44 0.68
C -2.85 0.52 0.59
N -2.29 -0.15 -0.32
C -2.24 1.36 1.65
C -2.90 1.37 2.88
C -2.44 2.13 3.93
C -1.32 2.93 3.75
C -0.67 2.94 2.53
C -1.08 2.13 1.47
P -0.19 2.23 -0.15
C 1.58 2.41 0.26
C 2.18 2.11 1.48
C 3.57 2.15 1.60
C 4.36 2.47 0.51
C 3.77 2.76 -0.71
C 2.39 2.72 -0.83
C -0.66 3.97 -0.52
C -1.91 4.17 -1.11
C -2.38 5.44 -1.39
C -1.60 6.55 -1.10
C -0.35 6.37 -0.53
C 0.12 5.09 -0.24
H -3.89 -4.33 -1.42
H -3.87 -3.07 -2.65
H -5.11 -3.06 -1.39
H -2.10 -2.68 -0.96
H -4.37 -2.60 1.09
H -2.68 -2.16 1.40
H -3.10 -3.81 0.95
H -3.24 -0.78 -2.08
H -5.36 -1.07 -0.14
H -5.11 0.35 -1.18
H -3.79 0.76 2.99
H -2.95 2.11 4.88
H -0.96 3.55 4.56
H 0.19 3.59 2.39
H 1.59 1.78 2.32
H 4.02 1.87 2.55
H 5.44 2.47 0.61
H 4.38 2.98 -1.58
H 1.94 2.91 -1.80
H -2.52 3.30 -1.36
H -3.36 5.57 -1.85
H -1.96 7.54 -1.33
H 0.27 7.23 -0.31
H 1.10 4.97 0.20
C 0.11 -3.69 1.64
C 0.94 -4.05 0.43
O 0.20 -3.76 -0.76
C 0.87 -4.23 -1.92
C 0.02 -3.95 -3.14
H 0.69 -3.86 2.55
H -0.80 -4.30 1.67
H -0.15 -2.63 1.62
H 1.20 -5.12 0.43
H 1.88 -3.48 0.42
H 1.04 -5.31 -1.82
H 1.85 -3.74 -2.02
H -0.99 -4.35 -3.00
H 0.47 -4.41 -4.02
H -0.02 -2.88 -3.34
```

Mulliken atomic charge list, values in e, 6 entries:
1 K 0.934
2 O -0.804
3 C -0.178
4 O -0.653
5 C -0.268
6 C -0.256

---

4.
This record from the Open Molecules 2025 dataset describes C35H37NO3P2W as an isolated structure in a non-equilibrium geometry. The level of theory is the ωB97M-V functional and the def2-TZVPD basis.

Results
<S²> = 2.082
HOMO (spin up / spin down) = -14.186 / -14.257 eV
charge = +2
2S+1 = 3
gap between HOMO and LUMO (spin up / spin down) = 6.02 / 6.37 eV
electronic energy = -64903.973 eV

Structure (XYZ):
```
79
C35H37NO3P2W, DFT the ωB97M-V functional and the def2-TZVPD basis
W 0.12 0.60 -1.18
C -1.72 1.06 -5.57
C -1.70 -0.23 -5.25
C -1.17 -1.29 -6.16
C 0.23 -0.98 -6.76
C 1.13 -0.08 -5.96
C 1.12 1.24 -6.02
C 0.19 2.08 -6.87
C -1.25 1.58 -6.90
C 1.70 0.26 0.39
H -2.21 1.83 -4.99
H -2.35 -0.64 -4.46
H -1.89 -1.42 -7.00
H -1.14 -2.26 -5.65
H 0.73 -1.96 -6.93
H 0.05 -0.50 -7.74
H 1.94 -0.62 -5.46
H 1.95 1.81 -5.60
H 0.57 2.16 -7.91
H 0.22 3.10 -6.46
H -1.90 2.42 -7.18
H -1.36 0.79 -7.64
H 1.46 1.10 1.07
H 2.80 0.21 0.29
H 1.29 -0.68 0.81
P -1.97 -0.67 -2.14
P 2.22 0.07 -2.14
C -0.41 -1.31 -2.85
C 0.94 -0.92 -3.00
C -2.91 -2.18 -1.86
C -3.26 -3.00 -2.95
C -3.88 -4.23 -2.71
C -4.15 -4.64 -1.40
C -3.76 -3.84 -0.33
C -3.12 -2.62 -0.56
C -3.10 0.70 -2.66
C -2.63 2.02 -2.71
C -3.51 3.08 -2.96
C -4.88 2.85 -3.10
C -5.36 1.54 -3.01
C -4.49 0.46 -2.80
C 3.67 -1.00 -1.87
C 3.43 -2.33 -1.47
C 4.49 -3.16 -1.11
C 5.81 -2.71 -1.21
C 6.06 -1.40 -1.65
C 5.01 -0.55 -1.99
C 2.84 1.74 -2.57
C 2.74 2.78 -1.62
C 2.96 4.11 -2.01
C 3.22 4.41 -3.35
C 3.35 3.37 -4.28
C 3.32 2.03 -3.86
H -0.61 -2.36 -3.12
H 1.48 -1.63 -3.66
H -3.03 -2.68 -3.97
H -4.16 -4.85 -3.55
H -4.65 -5.59 -1.22
H -3.94 -4.16 0.70
H -2.77 -2.01 0.28
H -1.55 2.24 -2.63
H -3.12 4.10 -3.02
H -5.57 3.68 -3.28
H -6.44 1.35 -3.08
H -4.87 -0.55 -2.73
H 2.40 -2.70 -1.41
H 4.29 -4.17 -0.75
H 6.65 -3.37 -0.96
H 7.09 -1.04 -1.72
H 5.21 0.48 -2.31
H 2.51 2.58 -0.57
H 2.93 4.92 -1.28
H 3.33 5.44 -3.68
H 3.49 3.60 -5.34
H 3.62 1.22 -4.53
O -0.93 1.59 1.71
N -0.59 0.54 1.13
O -0.85 -0.58 1.62
O -1.74 -0.20 -0.68
```

Mulliken atomic charge list, values in e, 6 entries:
1 W 1.313
2 C -0.295
3 C 0.744
4 C -1.374
5 C -1.356
6 C 0.133

---

Which of these has the highest electronic energy? C35H37NO3P2W